Below is a molecular structure, C49H59IrN4O2 at a distorted geometry, with properties calculated with wB97M-V/def2-TZVPD.

XYZ file:
```
115
Properties=species:S:1:pos:R:3:forces:R:3:mulliken_charge:R:1
Ir -0.645154 0.294031 -0.432034 -0.3 -0.1 0.4 3.2045
N -0.414062 2.033650 1.055363 0.6 -0.4 0.0 0.1188
C -1.610971 2.481821 1.790531 -0.1 0.1 0.0 -0.4301
C -2.191105 1.391440 2.658822 0.1 -0.1 -0.1 -0.6810
C -2.809713 0.239598 1.866645 0.0 0.0 0.1 0.3500
O -3.742413 -0.375216 2.356414 0.0 0.0 0.0 -0.7939
O -2.358659 -0.007855 0.675762 0.1 0.0 0.1 -1.3115
H 0.302238 1.659134 1.695957 -0.1 0.1 0.1 -0.3886
H -0.016859 2.839458 0.589469 0.1 0.0 0.0 0.1453
H -2.361038 2.797323 1.065516 0.0 0.0 0.0 -0.2016
H -1.364702 3.355935 2.402774 0.0 0.0 0.0 0.6614
H -2.977526 1.796969 3.294567 0.0 0.0 0.0 0.6197
H -1.422972 1.001236 3.330169 0.0 0.0 0.0 0.1332
C 1.645376 -2.331312 -2.926356 -0.1 0.0 0.1 -1.7573
C 2.561139 -1.316172 -2.304774 0.0 0.1 0.0 1.8824
C 3.917268 -1.626451 -2.219569 0.0 0.0 0.0 -0.8112
C 4.849523 -0.701474 -1.790604 0.0 0.0 0.0 -1.1861
C 4.436798 0.577285 -1.459611 0.0 0.0 0.1 -0.2248
C 3.092003 0.922296 -1.497844 0.1 0.0 0.1 0.5152
C 2.690184 2.339830 -1.197181 0.0 0.0 0.1 -1.1198
C 2.158596 -0.045520 -1.880403 -0.1 0.0 0.1 -1.4922
N 0.769497 0.396096 -1.892037 0.3 0.1 -0.3 0.7480
C 0.361842 0.930163 -3.006199 0.0 -0.1 -0.1 1.6966
C 1.102072 0.895527 -4.306105 0.1 0.0 0.0 -2.1489
C -0.869196 1.707789 -2.908365 0.0 0.0 0.0 1.4970
C -1.363711 2.494846 -4.079414 0.0 0.0 0.0 -2.5020
N -1.396135 1.731393 -1.729860 -0.3 0.3 -0.1 1.1098
C -2.382073 2.726230 -1.419277 0.0 -0.1 -0.1 -1.7312
C -1.961505 4.048463 -1.249805 0.0 0.1 0.0 1.6298
C -0.545296 4.501454 -1.499961 0.0 0.0 0.0 -1.8118
C -2.901700 4.990270 -0.841091 0.0 0.0 0.0 -0.8474
C -4.220128 4.632008 -0.629531 0.0 0.0 0.0 -1.0647
C -4.619499 3.321288 -0.840171 0.0 0.0 0.0 -0.7804
C -3.715707 2.343776 -1.239890 -0.1 0.0 0.1 1.1752
C -4.179335 0.939883 -1.496955 0.0 0.0 -0.1 -0.8697
H 2.115242 -2.736676 -3.824193 0.0 0.0 0.0 0.6063
H 0.683843 -1.914342 -3.199741 -0.2 0.1 0.0 0.0006
H 1.456625 -3.158958 -2.240907 0.0 0.0 0.0 0.3532
H 4.236317 -2.614629 -2.529094 0.0 0.0 0.0 0.5175
H 5.897387 -0.966877 -1.738204 0.0 0.0 0.0 0.4108
H 5.161155 1.324862 -1.158117 0.0 0.0 0.0 0.4436
H 2.809564 2.965717 -2.086265 -0.1 0.0 0.0 0.2980
H 3.319742 2.760930 -0.414731 0.1 0.0 0.0 0.6261
H 1.654780 2.410069 -0.870716 0.0 -0.1 0.0 -0.5866
H 2.082999 0.440681 -4.203781 0.0 0.0 0.0 0.4376
H 1.220057 1.900016 -4.715632 0.0 0.0 0.0 0.4964
H 0.525964 0.311644 -5.028907 0.0 0.0 0.0 0.3838
H -1.427462 1.846405 -4.954634 0.0 0.0 0.0 0.5628
H -0.679069 3.309631 -4.327207 0.0 0.0 0.0 0.4371
H -2.344887 2.917918 -3.877189 0.0 0.0 0.0 0.4269
H 0.155745 3.671286 -1.559470 0.0 0.0 0.0 0.0414
H -0.212882 5.175328 -0.708117 0.0 0.0 0.0 0.4892
H -0.474288 5.055216 -2.439357 0.0 0.0 0.0 0.4110
H -2.585448 6.015821 -0.689730 0.0 0.0 0.0 0.4892
H -4.939483 5.373638 -0.307649 0.0 0.0 0.0 0.3986
H -5.653386 3.038495 -0.685769 0.0 0.0 0.0 0.4842
H -5.191595 0.804793 -1.118929 0.0 0.0 0.0 0.5150
H -3.534036 0.206597 -1.015979 -0.1 0.1 -0.1 -0.1480
H -4.192907 0.727688 -2.570256 0.0 0.0 0.0 0.2874
C -3.032758 -4.600093 -5.177487 0.0 0.0 0.0 -0.4748
C -3.428627 -3.301005 -5.458569 0.0 0.0 0.0 -0.8040
C -3.073280 -2.268366 -4.604780 0.0 0.0 0.0 -0.4624
C -2.327341 -2.500853 -3.445444 0.0 0.0 0.0 0.3596
C -1.929860 -3.815387 -3.180585 0.0 0.0 0.0 0.1015
C -2.278044 -4.846661 -4.037482 0.0 0.0 0.0 -1.0387
C -1.955766 -1.339736 -2.619254 0.2 0.0 -0.1 0.8085
C -1.316192 -1.278772 -1.447009 0.2 -0.2 0.3 0.4110
C -0.943360 -2.226862 -0.401793 -0.2 -0.6 -0.5 -0.0914
C -1.759713 -3.182610 0.089108 0.2 0.0 -0.1 -0.6528
C -1.270515 -3.980422 1.191807 0.1 -0.1 0.1 -1.0912
C -0.179464 -3.633451 1.880002 0.0 -0.1 0.0 -1.1735
C 0.531613 -2.311856 1.704696 0.1 -0.1 0.2 0.0260
C 0.223196 -1.703173 0.331248 -0.5 1.5 0.3 0.0837
H -3.307983 -5.411868 -5.838300 0.0 0.0 0.0 0.3873
H -4.014788 -3.089672 -6.344281 0.0 0.0 0.0 0.3937
H -3.382397 -1.253753 -4.834823 0.0 0.0 0.0 0.3626
H -1.350518 -4.025777 -2.292983 0.0 0.0 0.0 0.4711
H -1.959269 -5.856350 -3.809270 0.0 0.0 0.0 0.4143
H -2.202012 -0.396713 -3.102922 0.0 0.0 0.0 -0.2330
H -2.724413 -3.372806 -0.359519 0.0 0.0 0.0 0.6780
H -1.763355 -4.920795 1.417055 0.0 0.0 0.0 0.3804
H 0.229755 -4.313970 2.618078 -0.1 0.0 0.1 0.5178
H 1.599151 -2.548396 1.755205 0.0 0.1 -0.2 0.9379
H 1.111973 -1.474983 -0.228364 0.3 -0.6 -0.3 -0.8592
C 3.250089 -3.173636 5.567011 0.0 0.0 0.0 -1.7405
C 2.233886 -2.381204 4.792996 0.1 0.0 0.0 0.5551
C 0.821563 -2.666006 4.998335 -0.1 0.1 -0.1 -1.0866
C -0.109756 -2.147657 4.189533 0.0 0.0 0.1 -0.3161
C -1.568948 -2.367670 4.437430 0.0 0.0 -0.1 -1.3201
C 0.314931 -1.349055 2.977797 0.0 -0.4 -0.3 3.0019
C 1.597640 -0.596526 3.245267 0.0 0.2 0.0 -0.1610
C 2.605101 -1.388789 3.966580 0.1 0.0 0.2 -0.8411
N 1.710423 0.621040 2.862646 -0.2 0.0 0.1 0.0810
C 2.904032 1.439372 3.163990 0.0 0.1 0.0 1.3089
C 2.587827 2.859069 2.667297 0.1 0.0 0.0 -1.4678
C 4.143198 0.954478 2.404570 0.0 0.0 -0.1 -1.2681
C 3.157614 1.555145 4.674269 0.0 0.0 0.0 -1.8254
H 2.805838 -3.628110 6.452047 0.0 0.0 0.0 0.3831
H 4.087485 -2.549716 5.879981 0.0 0.0 0.0 0.3738
H 3.650287 -3.981725 4.950471 0.0 0.0 0.0 0.3133
H 0.533618 -3.290343 5.836927 0.0 0.0 0.0 0.3583
H -1.730123 -2.743523 5.448495 0.0 0.0 0.0 0.4746
H -1.977657 -3.084522 3.725234 0.0 0.0 -0.1 0.2176
H -2.144366 -1.454503 4.297504 0.0 0.1 0.0 0.1374
H -0.479393 -0.676358 2.690319 -0.1 0.3 0.0 -1.6514
H 3.650209 -1.130478 3.908616 0.0 0.0 0.0 0.5541
H 2.117661 2.816908 1.687499 0.0 0.0 -0.1 -0.1319
H 3.503226 3.448289 2.577073 0.0 0.0 0.1 0.4208
H 1.918780 3.379535 3.356149 -0.1 -0.1 0.0 0.3769
H 3.980127 1.061046 1.332462 0.0 0.0 -0.1 0.1324
H 4.384589 -0.090423 2.584016 0.0 0.1 0.0 0.2187
H 5.008899 1.558912 2.684566 0.0 0.0 0.0 0.4697
H 2.216402 1.760270 5.187715 0.0 0.0 0.0 0.4041
H 3.837200 2.388977 4.865108 0.0 0.0 0.0 0.4413
H 3.592518 0.661120 5.113378 0.0 0.0 0.0 0.4200
```
Positions in Å, forces in eV/Å.

## Properties
Multiplicity = 1
Energy relative to the best compared isomer or geometry (same formula, charge and spin) = 0.0 kcal/mol
Kohn-Sham gap = 5.473 eV
Molecular weight = 928.254 g mol⁻¹
Total charge = 0
HOMO energy = -6.214 eV



Below is 4 unconnected molecules or ions with the total composition C16H12Cl4F24O3 at a distorted geometry, with properties calculated with wB97M-V/def2-TZVPD.

XYZ file:
```
59
Properties=species:S:1:pos:R:3:forces:R:3:mulliken_charge:R:1
F -4.764147 3.205980 -4.815700 0.8 1.7 0.2 -0.2509
C -4.916309 1.998442 -4.346336 -1.7 -3.1 0.1 0.1116
F -3.916330 1.177250 -4.768835 0.6 0.4 0.1 -0.2404
C -5.104431 1.820874 -2.806973 1.2 0.7 -0.2 1.0185
F -5.419782 0.523667 -2.563787 0.5 0.2 -0.2 -0.3014
F -6.189051 2.534506 -2.488131 -0.7 0.5 0.3 -0.2886
C -3.858697 2.322239 -2.061466 -0.1 -0.8 0.2 -0.7056
O -3.840023 1.998474 -0.648746 0.1 0.4 0.1 -0.3749
C -4.134009 2.993859 0.300064 1.5 -1.8 -1.6 0.8163
F -3.257071 4.008361 0.134425 -0.5 0.2 0.5 -0.2683
F -5.362355 3.400487 0.015260 -0.7 1.0 0.9 -0.2795
C -3.993921 2.275334 1.706705 0.5 -0.8 -1.8 0.1966
F -2.727610 1.755926 1.806589 -0.4 0.7 0.0 -0.1752
F -4.228624 3.064185 2.743697 -0.2 0.4 0.1 -0.2495
H -5.826025 1.594410 -4.790489 -0.3 -0.1 0.0 0.2437
H -3.737289 3.364755 -2.355604 -0.1 0.3 0.7 0.4406
H -2.997905 1.811609 -2.493200 0.0 -0.2 0.1 0.1298
H -4.647557 1.405236 1.645011 -0.4 0.2 0.4 0.1988
F 0.008803 3.773084 2.613768 0.0 -0.4 0.4 -0.2130
C 1.300721 3.889384 3.028928 -0.1 1.1 -0.3 0.1740
F 1.347196 4.910753 3.943852 0.1 -0.9 -0.2 -0.2819
C 1.793047 2.548051 3.602638 1.0 -0.4 -2.3 0.8026
F 1.048202 2.168301 4.604009 -1.5 -0.5 1.4 -0.2758
F 3.055010 2.650516 4.084614 0.2 0.5 -0.2 -0.2929
C 1.795910 1.386332 2.551894 0.6 -1.2 0.1 -0.9081
O 2.752514 1.527374 1.479193 1.5 -0.3 0.4 -0.2966
C 3.657442 0.455875 1.181591 -0.5 2.9 0.0 0.7769
F 4.107233 -0.186176 2.254013 0.3 0.1 0.8 -0.2743
F 2.994854 -0.427932 0.474814 -0.5 -1.1 -0.8 -0.0977
C 4.928692 0.924236 0.322158 0.3 -1.2 1.1 0.1022
F 4.627146 1.280312 -0.921632 -0.7 0.8 -0.3 -0.2057
F 5.672185 1.868956 0.948930 -0.8 0.2 -0.1 -0.2668
H 1.834247 4.220840 2.138096 0.6 -0.2 0.2 0.1753
H 0.824628 1.104739 2.145191 -0.2 0.8 -0.1 0.5304
H 2.048716 0.497679 3.130238 0.2 0.1 0.3 0.4055
H 5.588802 0.063928 0.211565 -0.2 -0.4 0.3 0.2423
F 2.289314 -4.501426 -3.575555 1.4 1.3 0.5 -0.2310
C 1.738101 -5.447654 -2.818673 -2.2 -1.4 -1.0 0.0004
F 2.590660 -6.426776 -2.493811 1.0 0.2 0.6 -0.2641
C 0.934011 -4.907443 -1.588754 1.8 -0.4 -0.1 1.0722
F 0.280605 -5.949940 -1.024298 0.4 0.0 0.2 -0.3135
F 0.043751 -4.102824 -2.093780 -2.2 1.4 -1.2 -0.2514
C 1.773577 -4.092242 -0.635009 0.6 -0.6 1.0 -1.0084
O 0.988832 -3.654167 0.513938 1.0 -1.1 1.5 -0.2777
C 1.579268 -3.939976 1.818377 0.5 0.0 -2.7 0.8884
F 1.860228 -5.279984 1.946913 -0.2 1.3 0.0 -0.2792
F 2.726649 -3.247320 1.860372 0.4 -0.3 0.4 -0.2525
C 0.626224 -3.478899 2.907947 -2.3 -0.8 0.0 0.0746
F 1.015660 -3.635379 4.201527 0.5 0.0 -1.1 -0.2690
F 0.275559 -2.211245 2.694623 0.7 1.4 0.1 -0.1685
H 1.066781 -5.889707 -3.554893 -0.9 -0.4 0.6 0.2641
H 2.207605 -3.253060 -1.178600 -0.5 0.3 0.1 0.3151
H 2.645957 -4.705350 -0.408852 -0.1 -0.1 0.7 0.5084
H -0.319704 -3.994383 2.741839 0.1 -0.8 0.3 0.2073
Cl -0.396807 0.867429 -3.282150 0.1 0.2 0.5 -0.1237
C 1.052437 0.966156 -2.222563 -0.3 0.0 -0.5 0.1354
Cl 0.726693 1.942524 -0.758884 -0.1 -0.7 -0.7 -0.0210
Cl 1.514385 -0.715051 -1.874900 -0.2 0.5 0.0 -0.0335
Cl 2.316004 1.744874 -3.181162 0.1 0.0 0.2 -0.0905
```
Positions in Å, forces in eV/Å.

## Properties
Multiplicity = 1
Kohn-Sham gap = 11.443 eV
Molecular weight = 850.033 g mol⁻¹
Total charge = 0
SMILES = FC(F)C(F)(F)COC(F)(F)C(F)F.FC(F)C(F)(F)COC(F)(F)C(F)F.FC(F)C(F)(F)COC(F)(F)C(F)F.ClC(Cl)(Cl)Cl
HOMO energy = -11.366 eV



Below is a molecular structure, C6H8O2S at a distorted geometry, with properties calculated with wB97M-V/def2-TZVPD.

XYZ file:
```
17
Properties=species:S:1:pos:R:3:forces:R:3:mulliken_charge:R:1
C 0.216673 1.407115 -0.330790 -0.7 -1.3 -0.2 -1.0245
C 1.117867 0.417061 -0.557432 -0.3 -0.1 0.1 0.9771
C -1.172584 1.127491 -0.149741 0.2 -0.3 0.1 0.3962
C -1.567319 -0.340435 -0.398502 1.1 -2.4 0.3 0.5879
C 2.572855 0.577190 -0.632498 1.2 2.2 0.8 -1.3332
C -2.206511 -1.097929 0.742119 0.0 2.6 1.9 -1.1180
O -2.018543 1.890499 0.289075 0.0 -0.4 -0.4 -0.5923
O -1.995140 -0.718570 -1.595664 -1.6 -1.0 -0.8 -0.4415
S 0.654943 -1.184712 -0.571627 -2.3 -0.8 0.2 -0.3146
H 0.463131 2.357826 -0.032942 1.0 2.3 0.2 0.4589
H 2.918242 0.658812 0.417872 -0.1 0.2 -0.4 0.3061
H 2.821644 1.542685 -1.143641 0.1 -0.9 0.4 0.3096
H 3.147805 -0.258520 -1.000008 -0.3 -0.2 -0.6 0.3942
H -1.437941 -1.274267 1.526281 -0.7 -0.2 -0.5 0.2841
H -2.698079 -1.979444 0.394693 -0.1 -0.8 -0.1 0.4432
H -2.994833 -0.404879 1.244849 1.2 -1.1 -1.0 0.3013
H -2.429436 -1.645371 -1.570668 1.1 2.3 0.1 0.3656
```
Positions in Å, forces in eV/Å.

## Properties
Multiplicity = 1
Energy relative to the best compared isomer or geometry (same formula, charge and spin) = 13.4 kcal/mol
Kohn-Sham gap = 8.190 eV
Molecular weight = 144.195 g mol⁻¹
Total charge = 0
HOMO energy = -8.202 eV